7
Properties=species:S:1:pos:R:3 method="wB97M-V/def2-TZVPD" energy_ev=-30881.75759 fmax_ev_per_a=4.01 smiles="FC(F)C(=S)Cl" gap_ev="8.43 / 8.43" charge=0 lumo_energy_ev="-1.38 / -1.38"
F 1.33 -0.77 -0.66
H -0.02 -1.32 0.50
C -0.15 0.74 0.27
F -0.73 -0.93 -1.26
C 0.07 -0.64 -0.24
Cl 0.35 0.92 1.96
S -0.85 1.99 -0.56